Computed, not measured: 2 unconnected molecules or ions with the total composition C23H15F7N3O4 at a distorted geometry, with ωB97M-V/def2-TZVPD.

highest occupied orbital energy	-11.28	eV
energy	-2049.2794	a.u.
net charge	+1

Each atom is followed by the atoms it is bonded to, with distances in Å.
Element x y z (Å)
1 N -6.796 -3.708 1.252  O2 1.404, H22 1.037, H23 1.036
2 O -6.825 -4.650 0.211  N1 1.404, C3 1.426
3 C -6.137 -4.027 -0.872  O2 1.426, O4 1.263, C5 1.588
4 O -6.849 -3.512 -1.779  C3 1.263
5 C -4.563 -3.873 -1.019  C3 1.588, C6 1.568, C20 1.550
6 C -4.060 -2.783 -2.027  C5 1.568, C7 1.540, H24 1.149
7 C -2.552 -2.543 -2.226  C6 1.540, C8 1.612, N18 1.460
8 C -2.131 -1.367 -3.245  C7 1.612, F9 1.433, F10 1.438, C11 1.602
9 F -2.727 -1.607 -4.527  C8 1.433
10 F -0.713 -1.502 -3.447  C8 1.438
11 C -2.427 0.103 -2.683  C8 1.602, F12 1.435, F13 1.436, C14 1.601
12 F -2.321 0.984 -3.810  C11 1.435
13 F -3.773 0.272 -2.211  C11 1.436
14 C -1.466 0.580 -1.495  C11 1.601, F15 1.430, F16 1.422, F17 1.410
15 F -2.073 1.733 -0.904  C14 1.430
16 F -0.176 0.928 -1.983  C14 1.422
17 F -1.306 -0.352 -0.448  C14 1.410
18 N -1.558 -3.322 -1.493  C7 1.460, C19 1.445, H25 1.042
19 C -1.967 -4.341 -0.554  N18 1.445, C20 1.575, H26 1.142
20 C -3.478 -4.665 -0.247  C5 1.550, C19 1.575, N21 1.486
21 N -3.858 -5.693 0.757  C20 1.486, H27 1.041, H28 1.033
22 H -6.215 -2.888 0.998  N1 1.037
23 H -6.301 -4.188 2.026  N1 1.036
24 H -4.821 -2.159 -2.620  C6 1.149
25 H -0.542 -3.133 -1.629  N18 1.042
26 H -1.183 -4.923 0.038  C19 1.142
27 H -3.898 -5.199 1.673  N21 1.041
28 H -4.799 -6.039 0.510  N21 1.033
29 C 0.247 3.363 1.185  C30 1.393, C34 1.390, H45 1.085
30 C 0.580 4.413 2.038  C29 1.393, C31 1.391, H46 1.085
31 C 1.913 4.665 2.346  C30 1.391, C32 1.395, H47 1.085
32 C 2.917 3.859 1.809  C31 1.395, C33 1.395, C43 1.481
33 C 2.582 2.793 0.975  C32 1.395, C34 1.395, C35 1.481
34 C 1.245 2.553 0.655  C29 1.390, C33 1.395, H48 1.085
35 C 3.634 1.899 0.439  C33 1.481, O36 1.221, C37 1.480
36 O 3.340 0.968 -0.294  C35 1.221
37 C 5.044 2.147 0.812  C35 1.480, C38 1.396, C42 1.395
38 C 6.041 1.280 0.361  C37 1.396, C39 1.391, H49 1.085
39 C 7.370 1.513 0.697  C38 1.391, C40 1.393, H50 1.085
40 C 7.711 2.617 1.475  C39 1.393, C41 1.391, H51 1.085
41 C 6.721 3.481 1.931  C40 1.391, C42 1.396, H52 1.085
42 C 5.384 3.242 1.608  C37 1.395, C41 1.396, C43 1.480
43 C 4.334 4.146 2.128  C32 1.481, C42 1.480, O44 1.218
44 O 4.630 5.110 2.812  C43 1.218
45 H -0.792 3.173 0.938  C29 1.085
46 H -0.200 5.037 2.462  C30 1.085
47 H 2.166 5.488 3.007  C31 1.085
48 H 0.980 1.734 -0.005  C34 1.085
49 H 5.783 0.420 -0.248  C38 1.085
50 H 8.143 0.835 0.350  C39 1.085
51 H 8.749 2.803 1.730  C40 1.085
52 H 6.992 4.336 2.541  C41 1.085